(1)
Computed, not measured: an isolated molecule of CH3FO3 at a distorted geometry, with the ωB97M-V functional and the def2-TZVPD basis.

E_LUMO (eV): 0.63
HOMO (eV): -11.632
Gap between HOMO and LUMO (eV): 12.3
SMILES: OC(O)(O)F

CARTESIAN COORDINATES (ANGSTROEM)
1 O 0.94 0.57 -0.79
2 C -0.03 -0.01 -0.11
3 O -0.01 0.53 1.16
4 O 0.03 -1.36 -0.06
5 F -1.31 0.27 -0.69
6 H 1.47 1.16 -0.20
7 H -0.79 0.52 1.65
8 H -0.30 -1.67 -0.95

The computed Mulliken charges, all in e, follow: number 1, O, carries -0.503; number 2, C, carries 0.899; number 3, O, carries -0.567; number 4, O, carries -0.494; number 5, F, carries -0.330; number 6, H, carries 0.366; number 7, H, carries 0.298; number 8, H, carries 0.330

(2)
Computed, not measured: a structure of composition C67H67Ge2N5PtS5, with the ωB97M-V functional and the def2-TZVPD basis.

Expectation value of S²: 6.15
E_LUMO (alpha / beta) (eV): 0.28 / -1.71
Multiplicity: 5
HOMO (alpha / beta) (eV): -6.407 / -7.788
Gap between HOMO and LUMO (alpha / beta) (eV): 6.7 / 6.1

CARTESIAN COORDINATES (ANGSTROEM)
1 Pt -0.71 -1.11 2.83
2 C -0.12 -4.64 7.64
3 C 0.81 -4.90 6.46
4 N 0.17 -4.67 5.16
5 C -0.03 -3.44 4.64
6 S -1.05 -3.38 3.22
7 N 0.56 -2.43 5.25
8 N 0.33 -1.25 4.63
9 C 0.76 -0.13 5.19
10 C 1.52 -0.11 6.48
11 C 0.45 1.05 4.50
12 C 0.84 2.36 4.94
13 C 0.59 3.46 4.22
14 C -0.07 3.36 2.88
15 C -0.57 1.98 2.61
16 N -0.33 0.94 3.33
17 H 0.43 -4.66 8.58
18 H -0.91 -5.40 7.69
19 H -0.59 -3.66 7.53
20 H 1.16 -5.93 6.46
21 H 1.67 -4.24 6.51
22 H -0.39 -5.41 4.77
23 H 1.47 -1.09 6.94
24 H 1.10 0.63 7.16
25 H 2.57 0.14 6.30
26 H 1.36 2.44 5.89
27 H 0.91 4.44 4.57
28 H 0.68 3.58 2.11
29 H -1.23 1.84 1.77
30 C -0.37 -6.37 -0.47
31 C 0.63 -5.27 -0.72
32 C 0.65 -4.58 -1.92
33 C 1.53 -3.52 -2.14
34 C 1.55 -2.83 -3.48
35 C 2.44 -3.17 -1.13
36 C 2.48 -3.90 0.06
37 C 3.52 -3.63 1.13
38 C 1.56 -4.93 0.25
39 C 3.42 -2.07 -1.40
40 C 4.66 -2.42 -1.92
41 C 5.60 -1.46 -2.23
42 C 5.31 -0.12 -2.03
43 C 4.07 0.27 -1.51
44 C 3.11 -0.71 -1.20
45 Ge 1.36 -0.28 -0.43
46 S 1.43 -1.14 1.56
47 S 0.76 1.90 -0.16
48 Ge -1.21 1.20 -0.93
49 S -2.66 0.42 0.60
50 S -0.33 -0.57 -1.93
51 C -2.23 2.64 -1.77
52 C -2.49 2.59 -3.15
53 C -3.24 3.60 -3.75
54 C -3.71 4.66 -3.00
55 C -3.47 4.71 -1.64
56 C -2.74 3.71 -1.00
57 C -2.57 3.81 0.49
58 C -1.47 4.38 1.07
59 C -0.39 5.07 0.27
60 C -1.27 4.35 2.57
61 C -2.49 3.96 3.35
62 C -2.46 4.06 4.85
63 C -3.59 3.49 2.70
64 C -3.68 3.37 1.29
65 C -4.95 2.87 0.67
66 C -2.01 1.45 -3.99
67 C -2.69 0.23 -3.99
68 C -3.89 -0.02 -3.09
69 C -2.23 -0.81 -4.80
70 C -1.13 -0.65 -5.62
71 C -0.63 -1.78 -6.48
72 C -0.48 0.58 -5.62
73 C -0.89 1.63 -4.81
74 C -0.12 2.93 -4.79
75 C 3.85 1.73 -1.30
76 C 3.52 2.56 -2.37
77 C 3.27 2.01 -3.76
78 C 3.39 3.93 -2.15
79 C 3.58 4.49 -0.90
80 C 3.42 5.98 -0.68
81 C 3.92 3.65 0.15
82 C 4.07 2.29 -0.02
83 C 4.45 1.42 1.15
84 H -0.98 -6.56 -1.35
85 H -1.03 -6.10 0.36
86 H 0.13 -7.30 -0.19
87 H -0.04 -4.87 -2.71
88 H 0.71 -3.15 -4.10
89 H 2.48 -3.05 -4.02
90 H 1.50 -1.74 -3.39
91 H 3.98 -2.65 1.03
92 H 4.31 -4.39 1.08
93 H 3.06 -3.69 2.12
94 H 1.57 -5.47 1.20
95 H 4.87 -3.47 -2.08
96 H 6.57 -1.75 -2.63
97 H 6.04 0.65 -2.26
98 H -3.44 3.53 -4.81
99 H -4.29 5.45 -3.48
100 H -3.85 5.53 -1.04
101 H -0.72 5.29 -0.74
102 H 0.52 4.48 0.18
103 H -0.12 6.02 0.76
104 H -0.94 5.34 2.91
105 H -1.66 4.70 5.20
106 H -2.32 3.08 5.32
107 H -3.41 4.46 5.22
108 H -4.45 3.19 3.29
109 H -5.57 2.37 1.41
110 H -4.76 2.17 -0.15
111 H -5.53 3.70 0.25
112 H -4.40 0.90 -2.82
113 H -3.58 -0.51 -2.16
114 H -4.60 -0.68 -3.59
115 H -2.75 -1.76 -4.77
116 H -1.23 -2.68 -6.35
117 H 0.41 -2.03 -6.24
118 H -0.65 -1.50 -7.54
119 H 0.38 0.73 -6.28
120 H 0.67 2.92 -5.53
121 H 0.33 3.08 -3.80
122 H -0.77 3.79 -4.98
123 H 3.46 0.94 -3.82
124 H 3.90 2.51 -4.50
125 H 2.23 2.17 -4.04
126 H 3.13 4.57 -2.99
127 H 3.22 6.50 -1.62
128 H 4.33 6.41 -0.25
129 H 2.60 6.19 0.01
130 H 4.08 4.08 1.14
131 H 4.78 2.03 1.99
132 H 5.25 0.73 0.89
133 H 3.61 0.81 1.50
134 N -5.04 -7.30 -2.86
135 C -4.53 -6.45 -2.27
136 C -3.90 -5.38 -1.54
137 C -2.78 -4.73 -2.07
138 C -2.17 -3.71 -1.37
139 C -2.70 -3.27 -0.13
140 C -3.83 -3.96 0.41
141 C -4.41 -4.99 -0.29
142 C -2.17 -2.18 0.53
143 C -1.86 -1.08 1.14
144 H -2.40 -5.04 -3.03
145 H -1.30 -3.21 -1.77
146 H -4.21 -3.65 1.37
147 H -5.26 -5.51 0.12

These are the Mulliken partial charges, in e, on atoms 1 to 8: number 1, Pt, carries 0.474; number 2, C, carries -1.053; number 3, C, carries -0.437; number 4, N, carries -0.162; number 5, C, carries 0.306; number 6, S, carries -0.559; number 7, N, carries -1.052; number 8, N, carries 0.749

Relative energy (zero: lowest compared OMol25 entry of this formula, charge and spin), respectively: 15.1; 0.0 kcal/mol.
Molecular weight, respectively: 82.0; 1442.9 g mol⁻¹.
Energy, respectively: -365.49954; -9131.29290 Eh.